Molecular formula: C29H34NO8PbSi
Method: DFT, the ωB97M-V functional and the def2-TZVPD basis

XYZ file:
```
74
Properties=species:S:1:pos:R:3:lowdin_charge:R:1
Pb -0.20 0.58 0.91 1.699
O 2.04 3.37 4.02 0.134
C 1.78 2.55 2.97 -0.415
O 0.80 2.63 2.22 -0.046
C 2.80 1.44 2.82 -0.108
O 2.23 0.17 2.58 -0.192
C 1.61 -0.62 3.67 -0.055
C 0.16 -0.23 3.93 -0.665
O -0.04 0.30 5.02 0.063
O -0.68 -0.44 2.98 -0.200
H 1.26 4.00 4.16 0.178
H 3.41 1.69 1.95 0.155
H 3.52 1.41 3.65 0.150
H 1.66 -1.67 3.33 0.141
H 2.20 -0.57 4.59 0.136
C -3.75 2.98 -1.71 -0.159
Si -2.35 2.95 -0.47 0.432
C -2.37 4.47 0.64 -0.165
C -0.66 3.03 -1.32 -0.190
N -2.40 1.39 0.40 -0.111
C -3.53 0.77 0.69 -0.251
C -4.62 1.47 1.32 0.031
C -5.85 0.87 1.54 -0.027
C -6.10 -0.43 1.07 0.044
C -5.04 -1.12 0.46 0.024
C -3.74 -0.66 0.33 -0.063
O -2.57 -1.34 -0.03 0.017
C -2.64 -2.74 -0.30 -0.229
C -2.43 -3.21 -1.60 0.009
C -2.75 -4.53 -1.84 -0.070
C -3.11 -5.37 -0.81 -0.070
C -3.15 -4.91 0.50 -0.053
C -2.95 -3.56 0.79 -0.004
H -3.82 3.95 -2.28 0.062
H -4.75 2.83 -1.17 0.053
H -3.70 2.24 -2.52 0.041
H -3.11 5.24 0.36 0.046
H -1.43 5.00 0.54 0.030
H -2.53 4.24 1.72 0.043
H -0.63 3.86 -2.03 0.056
H -0.45 2.09 -1.89 0.041
H 0.13 3.15 -0.58 0.006
H -4.43 2.48 1.66 0.122
H -6.64 1.41 2.08 0.131
H -7.06 -0.99 1.22 0.155
H -5.24 -2.12 0.18 0.116
H -1.94 -2.56 -2.32 0.131
H -2.64 -4.92 -2.87 0.130
H -3.32 -6.43 -1.04 0.124
H -3.25 -5.61 1.34 0.122
H -2.85 -3.14 1.76 0.128
C 6.35 0.74 -3.78 -0.047
C 5.42 0.06 -2.81 -0.257
C 5.69 -0.39 -1.51 -0.004
C 4.73 -1.04 -0.73 -0.172
C 5.03 -1.48 0.70 -0.038
C 3.37 -1.07 -1.21 -0.054
C 3.08 -0.74 -2.51 -0.226
C 1.78 -1.04 -3.19 -0.041
C 4.12 -0.16 -3.25 -0.023
C 2.26 -1.56 -0.26 -0.591
O 2.42 -2.52 0.46 0.086
O 1.16 -0.89 -0.44 -0.248
H 7.37 0.70 -3.46 0.065
H 6.05 1.82 -3.93 0.101
H 6.21 0.28 -4.74 0.078
H 6.63 -0.15 -1.03 0.107
H 5.99 -1.02 1.00 0.084
H 5.06 -2.57 0.78 0.084
H 4.19 -1.23 1.39 0.066
H 1.55 -2.14 -3.11 0.108
H 1.72 -0.71 -4.23 0.081
H 1.06 -0.47 -2.56 0.061
H 3.88 0.20 -4.22 0.102
```

Values from the calculation:
HOMO-LUMO gap (alpha / beta)	0.1007 / 0.1001	Ha
total charge	+1
LUMO energy (alpha / beta)	-7.30 / -7.32	eV
E	-2264.19486	a.u.
ΔE to the lowest compared entry with this formula, charge and spin	136.6	kJ/mol